w) 20
Properties=species:S:1:pos:R:3 method="wB97M-V/def2-TZVPD" e_homo_ev="-9.62 / -9.57" orbital_gap_ha="0.3670 / 0.2488" spin_multiplicity=2
O -2.776 -0.069 0.356
O 0.457 2.378 0.479
O 1.225 -2.136 0.523
O -0.824 1.572 0.292
O 2.665 1.815 0.870
O 1.790 -0.934 -0.142
C 1.691 1.490 0.194
C -1.512 -0.623 0.624
C -0.457 0.264 -0.079
C -0.479 0.077 -1.604
C 1.010 0.070 0.423
H 0.170 0.787 -2.152
H 2.086 -2.582 0.657
H -0.122 -0.941 -1.836
H -3.412 -0.695 0.749
H 1.724 1.554 -0.950
H -1.336 -1.657 0.252
H -1.522 0.132 -1.911
H -1.360 -0.563 1.723
H 0.983 0.061 1.531

=====

x) 20
Properties=species:S:1:pos:R:3 method="wB97M-V/def2-TZVPD" e_homo_ev="-9.62 / -9.56" orbital_gap_ha="0.3643 / 0.2723" spin_multiplicity=2
O -0.258 0.066 2.132
O 0.223 -1.473 -1.189
O -0.129 -2.649 1.532
O -0.169 2.119 -0.669
O 0.198 1.420 2.424
O 1.556 -1.262 -1.645
C 0.642 -1.880 1.035
C 0.499 -0.355 0.997
C 0.506 0.975 -1.164
C -1.674 -0.318 -0.426
C -0.135 -0.270 -0.440
H 1.571 -2.035 0.375
H 1.587 0.933 -0.920
H -0.341 1.937 1.777
H 1.510 0.082 0.948
H -2.007 -1.263 0.014
H 0.411 0.839 -2.259
H 0.142 2.889 -1.148
H -2.004 -0.290 -1.467
H -2.127 0.535 0.094

=====

Most favorable first, least favorable last: x), w)

=====

w) 9
Properties=species:S:1:pos:R:3 method="wB97M-V/def2-TZVPD" e_homo_ev=-2.30 orbital_gap_ha=0.3117 charge=-2
P 3.228 0.972 0.983
P -5.375 -1.255 -0.071
O 2.578 -0.387 -1.710
O 3.552 1.951 2.075
O 2.497 1.690 -0.159
O -5.367 -0.240 1.090
O -5.225 -2.689 0.453
H 2.544 0.393 -1.125
H 1.567 -0.436 -1.536

=====

x) 9
Properties=species:S:1:pos:R:3 method="wB97M-V/def2-TZVPD" e_homo_ev=-2.10 orbital_gap_ha=0.2952 charge=-2
P -1.452 -4.252 0.808
P 2.971 4.803 0.175
O 2.924 4.584 1.683
O -1.679 -0.272 -1.359
O -1.614 -2.875 0.194
O 3.970 3.971 -0.522
O -2.267 -4.440 2.054
H -1.631 -1.088 -0.801
H -1.222 -0.431 -2.232

=====

Most favorable first, least favorable last: x), w)